Below is a molecular structure, C24H26N6O3RuS2, with properties calculated with ωB97M-V with the def2-TZVPD basis set.

```
62
Properties=species:S:1:pos:R:3:forces:R:3
Ru 0.936415 -1.215853 0.192996 0.06 0.44 -0.53
S 1.145038 -1.868989 2.314031 -0.04 -0.14 0.21
S 1.290199 0.650749 1.428426 -0.11 -0.33 0.25
O 4.381507 -1.483699 -2.081174 -0.01 -0.04 -0.02
O 0.944294 -0.460206 -1.951055 0.16 -0.06 -0.08
O 2.856365 -1.643061 -0.459822 -0.04 -0.03 -0.08
N -0.981819 -0.817085 0.471155 -0.02 0.02 0.13
N 1.366420 3.378899 0.976462 0.05 0.24 -0.07
N -1.422058 0.134247 1.375405 0.08 0.10 -0.03
N 0.810335 2.081453 -0.833236 0.19 0.22 0.30
N 0.060322 -2.903303 -0.635833 0.05 0.06 -0.21
N -0.717639 1.736413 2.876426 -0.02 -0.05 0.01
C -0.484560 0.807420 1.926020 -0.02 -0.07 -0.04
C 2.254224 -0.672663 -2.623761 -0.03 -0.09 -0.01
C 2.853930 3.042819 2.916542 0.08 0.05 -0.01
C 1.788904 3.694222 2.314831 -0.08 0.00 0.02
C -4.149425 -2.403886 0.251814 0.04 0.01 0.04
C 1.150229 2.201400 0.433149 -0.18 -0.10 -0.16
C 1.494257 5.083086 4.242748 -0.01 0.00 0.00
C 1.112330 4.719419 2.961264 -0.02 -0.02 0.05
C -3.865117 -0.088258 -0.347770 0.00 -0.02 -0.02
C -3.311928 -1.340338 -0.084180 -0.10 0.04 -0.03
C -1.854903 -1.540336 -0.154477 0.00 -0.18 0.04
C -1.308067 -4.576029 -2.345975 -0.05 -0.07 -0.06
C -1.957072 -3.496716 -1.764802 -0.09 0.04 0.09
C 3.261133 -1.326051 -1.636233 0.03 0.03 0.03
C 0.673918 -3.954318 -1.177694 -0.02 0.06 0.17
C 0.014649 -4.823805 -2.033809 0.10 -0.03 0.03
C 3.214273 3.405330 4.206466 0.02 -0.01 0.03
C -5.519387 -2.212709 0.330404 -0.01 0.01 -0.01
C 2.538493 4.418538 4.870877 0.00 -0.02 -0.01
C 2.773654 0.681454 -3.064738 0.06 0.03 0.01
C -1.255149 -2.683993 -0.890489 0.05 0.03 0.14
C -6.063940 -0.966179 0.056348 -0.01 -0.01 0.00
C 2.018147 -1.597133 -3.802858 0.05 -0.02 0.00
C -5.236054 0.094389 -0.285075 0.00 0.00 0.00
H -7.134727 -0.821079 0.109651 0.00 0.00 0.00
H -2.996159 -3.290190 -1.976759 0.00 0.02 -0.01
H 0.263149 -0.840986 -2.519155 -0.06 -0.04 0.05
H -1.635074 1.725840 3.297990 -0.01 0.00 -0.02
H 0.819419 2.875403 -1.459742 -0.02 0.01 0.02
H 0.049116 1.980523 3.483930 -0.01 0.02 0.00
H 3.415107 2.278176 2.397361 -0.05 0.01 -0.03
H 1.595982 -2.550468 -3.476587 -0.01 0.01 0.00
H 1.719048 -4.068562 -0.918314 0.01 0.02 -0.02
H 3.754035 0.545410 -3.516238 -0.02 0.00 -0.02
H 4.041332 2.897595 4.683356 0.00 0.01 0.01
H 2.972404 -1.801457 -4.283777 0.00 0.00 0.00
H -1.840345 -5.219425 -3.033621 0.00 0.00 0.00
H 1.159093 4.192105 0.407439 0.07 -0.01 -0.03
H 1.349894 -1.133634 -4.534537 0.00 0.00 0.00
H -3.219040 0.740272 -0.607125 0.01 0.00 0.00
H 2.100626 1.139030 -3.793476 -0.01 0.00 0.00
H 2.833698 4.698067 5.872899 0.00 0.00 0.00
H 0.286178 5.222651 2.472754 0.01 -0.02 -0.01
H -3.727284 -3.374541 0.481296 0.01 0.00 0.00
H -5.660252 1.066257 -0.498918 0.00 0.00 0.00
H 0.971467 5.882437 4.749849 0.00 0.00 0.00
H 2.898681 1.352205 -2.212456 0.05 -0.04 -0.03
H 0.549782 -5.661002 -2.458637 -0.01 -0.01 0.01
H 0.783734 1.147405 -1.248074 -0.16 -0.08 -0.07
H -6.161781 -3.037260 0.608510 0.00 0.00 0.00
```
Positions in Å, forces in eV/Å.

E = -2375.4946 Ha
Lowest unoccupied orbital energy (alpha / beta) = -3.58 / -3.79 eV
F_max = 0.69 eV/Å
Kohn-Sham gap (alpha / beta) = 6.318 / 5.832 eV
Total charge = +1
2S+1 = 2
Energy above the lowest of the compared OMol25 structures with the same formula, charge and spin = 2.615 eV
HOMO (alpha / beta) = -9.90 / -9.62 eV